# 1
This record from the OMol25 dataset describes an isolated molecule of CH5FN4 in a non-equilibrium geometry. The level of theory is wB97M-V/def2-TZVPD.

* gap between HOMO and LUMO (alpha / beta): 0.2757 / 0.2740 Eh
* LUMO energy (alpha / beta): 0.91 / -2.31 eV
* 2S+1: 3
* HOMO (alpha / beta): -6.5903 / -9.7652 eV
* relative energy (zero: lowest compared OMol25 entry of this formula, charge and spin): 1.753 eV
* total energy: -9789.3506 eV

Last column: Mulliken spin population.
Atoms and positions in Å:
C  0.5179  0.3731  -0.1909  -0.03
N  0.4466  1.6066  0.1112  0.22
N  1.3483  0.0041  -1.2529  -0.01
N  -1.3909  -0.2793  1.0012  0.07
N  -0.2469  -0.7363  0.4294  1.22
F  -0.4996  -1.9658  -0.4614  0.48
H  -0.3240  1.7977  0.6998  0.00
H  1.7608  0.8550  -1.6776  0.00
H  2.0980  -0.6216  -1.1711  0.00
H  -2.2732  -0.4214  0.5596  0.03
H  -1.4371  -0.6122  1.9526  0.02

# 2
This record from the OMol25 dataset describes an isolated molecule of C20H21NO. The level of theory is wB97M-V/def2-TZVPD.

* gap between HOMO and LUMO: 0.3480 Eh
* LUMO energy: 0.69 eV
* HOMO: -8.7770 eV
* relative energy (zero: lowest compared OMol25 entry of this formula, charge and spin): 1.086 eV
* total energy: -24617.8070 eV

Last column: natural (NBO) charge in e.
Atoms and positions in Å:
C  1.4940  3.6024  -1.1274  -0.40
C  0.8359  2.5333  -0.7199  -0.18
C  1.0178  1.9195  0.6375  -0.45
C  0.7263  0.4073  0.6994  0.13
C  1.1470  -0.1362  2.0943  -0.44
C  2.6276  -0.0874  2.3107  -0.19
C  3.4371  -1.1057  2.0885  -0.36
N  -0.7178  0.1925  0.6065  -0.63
C  -1.4584  0.0666  -0.5214  0.67
O  -1.0148  0.1296  -1.6502  -0.61
C  -2.9149  -0.1569  -0.2574  -0.15
C  -3.3764  -0.9123  0.8158  -0.15
C  -4.7346  -1.1073  0.9940  -0.23
C  -5.6411  -0.5469  0.1094  -0.20
C  -5.1869  0.1957  -0.9682  -0.21
C  -3.8301  0.3821  -1.1556  -0.16
C  1.4437  -0.4215  -0.3473  -0.03
C  1.0332  -1.7331  -0.5632  -0.20
C  1.6935  -2.5444  -1.4651  -0.21
C  2.7906  -2.0629  -2.1581  -0.22
C  3.2167  -0.7666  -1.9375  -0.22
C  2.5517  0.0479  -1.0370  -0.15
H  1.3300  4.0335  -2.0995  0.20
H  2.2255  4.0960  -0.5056  0.18
H  0.1190  2.0522  -1.3672  0.23
H  0.3245  2.4083  1.3336  0.22
H  2.0283  2.1171  0.9982  0.22
H  0.6431  0.4533  2.8658  0.21
H  0.8089  -1.1719  2.1658  0.22
H  3.0279  0.8541  2.6624  0.20
H  4.4997  -1.0328  2.2429  0.20
H  3.0699  -2.0554  1.7365  0.20
H  -1.2170  0.2577  1.4803  0.40
H  -2.6793  -1.3769  1.4999  0.20
H  -5.0871  -1.7015  1.8246  0.21
H  -6.7005  -0.6976  0.2557  0.21
H  -5.8915  0.6248  -1.6650  0.22
H  -3.4559  0.9452  -1.9972  0.23
H  0.1777  -2.1246  -0.0308  0.21
H  1.3507  -3.5562  -1.6266  0.21
H  3.3083  -2.6951  -2.8645  0.21
H  4.0739  -0.3809  -2.4699  0.21
H  2.9040  1.0549  -0.8869  0.21

# 3
This record from the OMol25 dataset describes a structure of composition C15H35CaN4O9P in a non-equilibrium geometry. The level of theory is wB97M-V/def2-TZVPD.

* gap between HOMO and LUMO (alpha / beta): 0.2486 / 0.2206 Eh
* LUMO energy (alpha / beta): -0.74 / -1.50 eV
* HOMO (alpha / beta): -7.5042 / -7.4994 eV
* relative energy (zero: lowest compared OMol25 entry of this formula, charge and spin): 2.036 eV
* total energy: -68231.6952 eV

Last column: Löwdin charge in e.
Atoms and positions in Å:
O  1.0298  -0.8890  -3.5439  -0.23
H  1.6023  -0.2278  -3.8836  0.01
Ca  0.0667  -0.0899  -1.5799  1.29
N  -0.2630  1.9708  -0.3020  -0.13
N  1.5964  1.8849  -2.1118  -0.16
N  -1.9998  -0.9669  -0.5014  -0.08
N  -0.5826  -2.4213  -2.0587  -0.11
O  -1.1173  1.8764  0.6209  -0.10
O  -2.6521  -0.2225  0.4452  -0.14
O  -0.0741  -2.8319  -3.1736  -0.12
O  2.4839  1.6015  -2.9419  -0.06
C  1.4815  3.0700  -1.4886  -0.27
C  0.4945  3.0876  -0.4332  -0.26
C  -2.4752  -2.1997  -0.7071  -0.27
C  -1.7198  -3.0085  -1.6433  -0.28
C  0.3989  4.2480  0.5018  -0.02
H  1.3026  4.3187  1.1373  0.09
H  -0.4895  4.1093  1.1594  0.09
H  0.2918  5.1867  -0.0570  0.08
C  2.3378  4.2449  -1.7589  -0.02
H  2.9028  4.1031  -2.6779  0.08
H  3.0442  4.4224  -0.9436  0.09
H  1.7497  5.1583  -1.8488  0.08
C  -3.6392  -2.7549  0.0375  -0.01
C  -2.2116  -4.3565  -2.0407  -0.03
H  -4.2566  -1.9392  0.4531  0.09
H  -3.3078  -3.4020  0.8684  0.09
H  -4.2639  -3.3599  -0.6320  0.08
H  -1.6003  -4.7815  -2.8356  0.08
H  -3.2497  -4.3001  -2.3795  0.08
H  -2.1956  -5.0412  -1.1796  0.09
H  -2.0292  0.6133  0.5455  0.06
H  0.4932  -1.7688  -3.4636  -0.10
C  -1.0385  0.5506  -3.1647  -0.10
H  -0.8352  1.5993  -2.9883  0.03
H  -1.8957  0.1196  -2.6999  0.01
H  -0.9587  0.3015  -4.2275  0.06
O  -4.5543  1.6532  -0.7859  -0.07
H  -3.9394  1.0636  -0.3179  -0.01
H  -4.3732  2.5272  -0.4360  0.03
C  -0.5249  -3.4094  2.3094  -0.10
C  -0.8282  -1.9504  2.4084  -0.24
O  0.0265  -1.1323  1.4921  -0.37
P  1.6288  -1.5628  1.2420  0.91
O  2.3402  -1.0314  2.5723  -0.34
C  1.7605  -0.3699  3.7584  -0.23
C  1.0938  0.9459  3.4712  -0.08
O  1.9794  -0.2998  0.1642  -0.44
C  3.3093  0.3501  0.1185  -0.24
C  3.3867  1.5535  1.0125  -0.07
H  0.4664  -3.6428  2.6770  0.06
H  -1.2408  -3.9472  2.9202  0.08
H  -0.6181  -3.7568  1.2870  0.07
H  -1.8486  -1.7184  2.0945  0.09
H  -0.7025  -1.5514  3.4203  0.10
H  1.0695  -1.0698  4.2496  0.10
H  2.6181  -0.2187  4.4263  0.12
H  0.3110  0.8627  2.7087  0.06
H  0.6194  1.2942  4.3993  0.09
H  1.8225  1.7051  3.1687  0.06
H  4.0446  -0.4091  0.4020  0.11
H  3.4545  0.6179  -0.9366  0.10
H  3.6397  1.2610  2.0293  0.07
H  4.1847  2.1995  0.6430  0.09
H  2.4534  2.1310  0.9987  0.06